{
  "formula": "C17H25MnN",
  "method": "ωB97M-V/def2-TZVPD",
  "symbols": ["C", "C", "C", "H", "C", "H", "H", "H", "C", "H", "H", "C", "H", "H", "C", "H", "H", "C", "H", "H", "Mn", "H", "C", "N", "C", "C", "C", "C", "C", "C", "C", "C", "H", "H", "H", "H", "H", "H", "H", "H", "H", "H", "H", "H"],
  "coordinates": [[-1.602, -0.926, -1.635], [1.048, -0.047, -2.347], [-2.109, 0.361, -1.962], [-2.210, -1.576, -0.988], [0.722, 1.246, -2.216], [1.981, -0.434, -1.905], [-3.081, 0.685, -1.556], [1.419, 1.922, -1.730], [-1.675, 1.171, -3.132], [-2.464, 1.917, -3.318], [-1.561, 0.598, -4.063], [-0.852, -1.749, -2.682], [-1.505, -2.066, -3.521], [-0.493, -2.670, -2.198], [0.355, -0.999, -3.289], [0.047, -0.486, -4.213], [1.095, -1.750, -3.600], [-0.374, 1.986, -2.899], [-0.041, 2.377, -3.878], [-0.628, 2.868, -2.285], [-0.666, -0.176, 0.022], [-2.292, 0.065, 0.287], [-1.883, -1.827, 2.615], [-0.954, -0.706, 2.339], [-1.283, 0.512, 3.121], [0.430, -1.151, 2.799], [1.453, -0.231, 2.220], [2.676, -0.079, 2.924], [3.652, 0.798, 2.438], [3.392, 1.512, 1.270], [2.174, 1.317, 0.591], [1.195, 0.406, 1.001], [-2.827, -1.695, 2.077], [-2.115, -1.975, 3.693], [-1.468, -2.773, 2.225], [-1.207, 0.328, 4.216], [-0.577, 1.305, 2.835], [-2.293, 0.862, 2.892], [0.459, -1.167, 3.902], [0.573, -2.202, 2.506], [2.803, -0.631, 3.867], [4.590, 0.931, 2.986], [4.120, 2.213, 0.866], [1.975, 1.935, -0.276]],
  "atomic_forces_ev_per_a": [[-2.15, 0.56, -3.56], [0.45, 0.36, -0.52], [-0.70, -2.91, -0.35], [0.07, 0.61, 0.20], [1.07, -0.04, -0.76], [-0.58, 0.40, 0.15], [1.08, -0.16, 0.50], [-0.30, -0.44, -0.01], [0.08, 0.91, -0.50], [0.20, -0.32, -0.07], [-0.18, -0.09, 0.43], [0.64, 0.16, 0.16], [0.04, 0.17, 0.55], [-0.11, 0.21, -0.15], [0.16, -0.38, -0.35], [0.20, -0.11, 0.41], [-0.17, 0.18, -0.01], [-0.74, 0.12, 0.01], [0.01, -0.11, 0.35], [0.13, -0.28, -0.23], [1.36, 1.07, 2.24], [-1.01, 0.76, 0.98], [-0.23, 0.00, -0.07], [0.98, -1.49, 1.49], [-0.14, -0.12, -0.25], [-1.31, -0.02, -0.10], [1.57, -0.11, 0.51], [-0.70, 0.30, -0.39], [-0.13, -0.32, 0.22], [-0.58, -0.16, -0.19], [0.72, 0.12, 0.48], [-0.21, 0.09, -0.18], [0.04, 0.36, 0.12], [0.26, 0.17, -0.41], [0.06, 0.43, 0.21], [0.00, -0.02, -0.50], [-0.20, -0.27, 0.16], [0.13, -0.20, -0.10], [0.05, 0.13, -0.15], [-0.02, 0.32, -0.24], [0.13, 0.31, -0.41], [-0.29, -0.04, -0.23], [-0.09, -0.06, 0.18], [0.40, -0.10, 0.38]],
  "s2": 8.7981,
  "lumo_ev": [-0.0673, -0.2898],
  "de_lowest_ev": 1.555,
  "molar_mass_g_mol": 298.3,
  "fmax_ev_per_a": 4.20,
  "spin_multiplicity": 6,
  "homo_lumo_gap_ha": [0.221, 0.284]
}

{
  "formula": "C4H4O6V",
  "method": "ωB97M-V/def2-TZVPD",
  "symbols": ["O", "C", "O", "O", "V", "O", "C", "C", "O", "O", "C", "H", "H", "H", "H"],
  "coordinates": [[1.637, -0.121, -1.116], [2.856, -0.563, -0.792], [3.467, 0.224, 0.055], [3.262, -1.675, -1.134], [1.976, 1.437, 0.019], [-1.742, 1.324, -0.139], [-0.733, 1.453, 0.657], [-1.792, -0.287, -0.500], [0.284, 2.119, 0.406], [-0.497, 0.326, 1.335], [-1.353, -0.752, 0.898], [-2.813, -0.658, -0.648], [-1.544, -0.276, -1.564], [-0.824, -1.709, 0.919], [-2.184, -0.841, 1.605]],
  "atomic_forces_ev_per_a": [[-0.22, 0.97, 0.07], [-0.27, -3.82, -0.54], [0.38, 1.38, 0.57], [-0.14, 1.48, 0.06], [2.75, -0.76, -0.73], [-1.62, -0.78, -0.92], [2.32, -3.88, -2.71], [-2.43, 1.85, 1.05], [-3.52, 2.54, 1.75], [0.06, -0.37, 1.39], [0.82, 0.23, -0.71], [-0.45, 0.84, 0.64], [2.12, -0.34, 0.67], [0.39, 0.42, -0.10], [-0.17, 0.25, -0.49]],
  "s2": 3.7605,
  "lumo_ev": [-1.3420, -1.2935],
  "de_lowest_ev": 1.440,
  "molar_mass_g_mol": 199.0,
  "fmax_ev_per_a": 5.27,
  "spin_multiplicity": 4,
  "homo_lumo_gap_ha": [0.247, 0.263]
}

{
  "formula": "C2H4N2S3",
  "method": "ωB97M-V/def2-TZVPD",
  "symbols": ["H", "N", "N", "S", "S", "H", "C", "C", "S", "H", "H"],
  "coordinates": [[-0.065, 1.667, -1.172], [0.233, 1.252, -0.298], [-0.309, 1.254, 0.807], [0.132, 0.672, 2.144], [-2.102, 2.316, 0.772], [-3.003, 1.883, 1.585], [0.229, -2.226, 0.101], [0.881, -2.005, -0.883], [1.846, -1.377, -2.221], [-0.294, -2.951, 0.610], [2.451, -0.484, -1.445]],
  "atomic_forces_ev_per_a": [[-1.29, 0.38, 0.61], [1.46, -0.68, 0.56], [-2.52, 1.95, -3.72], [1.06, -1.47, 3.22], [1.91, 1.00, -2.10], [-0.58, -1.22, 1.40], [0.31, -0.40, -1.16], [1.45, 1.63, -1.67], [-1.06, -0.81, 1.12], [-0.99, -0.63, 1.60], [0.23, 0.26, 0.13]],
  "lumo_ev": -1.1242,
  "de_lowest_ev": 6.194,
  "molar_mass_g_mol": 152.3,
  "fmax_ev_per_a": 4.89,
  "homo_lumo_gap_ha": 0.287
}

{
  "formula": "C4H8OS",
  "method": "ωB97M-V/def2-TZVPD",
  "symbols": ["C", "C", "C", "S", "C", "O", "H", "H", "H", "H", "H", "H", "H", "H"],
  "coordinates": [[-1.801, -0.177, -0.090], [-0.352, -0.061, 0.247], [0.623, -1.135, -0.155], [2.244, -0.424, -0.032], [1.477, 1.238, 0.032], [0.147, 1.079, -0.291], [-1.960, -0.344, -1.177], [-2.310, 0.717, 0.226], [-2.323, -0.947, 0.452], [-0.319, -0.045, 1.286], [0.550, -1.395, -1.211], [0.545, -1.996, 0.491], [1.508, 1.630, 1.004], [1.970, 1.863, -0.783]],
  "atomic_forces_ev_per_a": [[-0.57, -0.45, -1.38], [-0.45, -1.42, -0.36], [-0.23, -1.11, -0.89], [0.80, 0.32, 0.54], [0.91, 0.36, -2.33], [-0.28, 2.17, -1.52], [0.02, 0.21, 0.60], [-0.06, 0.65, -0.15], [0.18, -0.67, 0.17], [0.31, 0.37, 2.44], [-0.64, -0.34, 0.10], [-0.07, -0.41, -0.01], [0.72, 0.78, 1.35], [-0.66, -0.45, 1.42]],
  "lumo_ev": 1.0100,
  "de_lowest_ev": 0.774,
  "molar_mass_g_mol": 104.2,
  "fmax_ev_per_a": 2.66,
  "homo_lumo_gap_ha": 0.353
}

{
  "formula": "H16HfNO11",
  "method": "ωB97M-V/def2-TZVPD",
  "symbols": ["Hf", "N", "O", "O", "O", "O", "H", "H", "O", "H", "H", "O", "H", "H", "O", "H", "H", "O", "H", "H", "O", "H", "H", "O", "H", "H", "O", "H", "H"],
  "coordinates": [[-1.850, -20.439, 19.788], [-0.550, -23.098, 21.226], [-0.210, -22.803, 22.355], [-1.153, -22.244, 20.565], [-0.044, -24.051, 20.583], [-0.977, -21.468, 18.071], [-0.925, -21.191, 17.154], [-0.124, -21.947, 17.931], [1.478, -21.173, 19.497], [1.799, -21.511, 20.337], [2.181, -20.609, 19.118], [0.617, -24.583, 17.960], [0.525, -24.507, 18.902], [1.580, -24.645, 17.787], [-3.361, -21.893, 19.225], [-3.198, -22.807, 19.057], [-4.331, -21.730, 19.243], [-3.090, -20.753, 21.562], [-2.857, -20.787, 22.549], [-4.082, -20.839, 21.582], [-2.375, -24.397, 18.959], [-1.470, -24.413, 19.191], [-2.771, -25.158, 18.507], [-0.547, -19.812, 21.521], [-0.810, -19.678, 22.468], [0.331, -19.403, 21.446], [2.362, -21.907, 21.854], [2.591, -21.242, 22.500], [1.626, -22.374, 22.242]],
  "atomic_forces_ev_per_a": [[2.71, -6.76, 2.40], [6.56, -3.95, 1.42], [-1.44, -0.24, 0.14], [-4.18, 5.30, -4.17], [-2.12, 1.55, 1.66], [0.60, 0.85, -0.51], [-1.35, 0.97, -1.34], [0.58, -0.97, 1.95], [-1.31, 1.41, -1.68], [0.97, -0.35, 1.15], [-0.21, -0.52, 0.28], [0.53, 0.67, -0.93], [0.46, -0.24, 0.51], [-0.76, -0.16, 0.09], [-1.57, 4.78, 0.46], [1.32, -3.82, -0.62], [0.38, -0.40, -0.30], [-1.22, 0.82, 1.73], [-0.12, -0.05, -1.52], [0.77, 0.03, -0.07], [-2.93, 1.67, -0.24], [1.41, -1.09, -0.09], [0.91, -0.06, 0.21], [-0.95, 0.87, 0.08], [0.24, -0.11, -0.76], [0.42, -0.09, -0.22], [-0.13, 0.30, -0.61], [0.57, 0.24, 0.40], [-0.11, -0.67, 0.57]],
  "lumo_ev": -14.6186,
  "de_lowest_ev": 0.000,
  "total_charge": 3,
  "molar_mass_g_mol": 384.6,
  "fmax_ev_per_a": 7.94,
  "homo_lumo_gap_ha": 0.188
}

{
  "formula": "C31H36IrNOPSi2",
  "method": "ωB97M-V/def2-TZVPD",
  "symbols": ["Ir", "O", "C", "C", "C", "C", "C", "C", "C", "P", "C", "C", "C", "C", "C", "C", "C", "C", "C", "C", "C", "C", "H", "H", "H", "H", "H", "H", "H", "H", "H", "H", "H", "H", "H", "H", "C", "Si", "C", "C", "C", "C", "C", "C", "C", "C", "N", "Si", "C", "C", "C", "H", "H", "H", "H", "H", "H", "H", "H", "H", "H", "H", "H", "H", "H", "H", "H", "H", "H", "H", "H", "H", "H"],
  "coordinates": [[0.369, 1.260, 0.101], [-0.372, 3.039, 1.306], [-1.308, 2.863, 1.931], [-2.231, 2.191, 2.671], [-3.166, 2.813, 3.539], [-4.131, 2.063, 4.149], [-4.215, 0.690, 3.901], [-3.301, 0.064, 3.061], [-2.290, 0.768, 2.435], [-1.110, -0.149, 1.365], [-0.180, -1.135, 2.571], [0.756, -0.377, 3.287], [1.559, -0.967, 4.243], [1.452, -2.330, 4.487], [0.537, -3.090, 3.775], [-0.284, -2.499, 2.825], [-2.274, -1.020, 0.279], [-2.485, -2.390, 0.165], [-3.458, -2.870, -0.700], [-4.211, -1.998, -1.471], [-3.987, -0.629, -1.384], [-3.026, -0.147, -0.516], [-3.087, 3.879, 3.710], [-4.840, 2.534, 4.816], [-5.000, 0.107, 4.364], [-3.373, -1.004, 2.891], [0.853, 0.687, 3.087], [2.274, -0.372, 4.795], [2.078, -2.799, 5.235], [0.456, -4.153, 3.956], [-1.001, -3.120, 2.313], [-1.901, -3.103, 0.722], [-3.629, -3.936, -0.768], [-4.972, -2.382, -2.137], [-4.563, 0.057, -1.991], [-2.852, 0.922, -0.443], [0.662, -2.410, -1.267], [2.236, -1.356, -1.267], [3.047, -1.472, 0.428], [3.418, -1.867, -2.636], [1.542, 0.419, -1.510], [0.503, 0.677, -2.503], [0.376, 0.207, -3.806], [-0.689, 0.649, -4.573], [-1.613, 1.537, -4.033], [-1.456, 1.928, -2.715], [-0.431, 1.503, -1.987], [2.850, 1.897, -1.518], [1.892, 3.524, -1.630], [3.799, 1.833, 0.105], [3.887, 1.627, -3.061], [0.919, -3.470, -1.329], [-0.002, -2.174, -2.100], [0.121, -2.245, -0.335], [3.005, -2.500, 0.795], [2.555, -0.839, 1.169], [4.102, -1.195, 0.389], [3.623, -2.936, -2.544], [4.373, -1.345, -2.570], [3.008, -1.698, -3.632], [1.105, -0.485, -4.206], [-0.800, 0.307, -5.594], [-2.439, 1.915, -4.617], [-2.154, 2.608, -2.242], [1.141, 3.654, -0.845], [1.392, 3.633, -2.593], [2.600, 4.350, -1.528], [3.140, 1.739, 0.974], [4.369, 2.758, 0.228], [4.509, 1.008, 0.133], [3.288, 1.261, -3.897], [4.694, 0.916, -2.884], [4.341, 2.571, -3.370]],
  "atomic_forces_ev_per_a": [[-0.59, -1.35, -1.64], [-0.49, 1.71, 0.34], [1.26, -0.80, -0.15], [-1.54, -0.85, 0.61], [0.56, 0.42, -0.35], [-0.27, -0.23, 0.19], [0.14, 0.23, -0.07], [0.11, -0.05, 0.11], [-0.03, 0.41, 0.00], [1.46, 0.21, -1.28], [-0.04, 0.12, 0.03], [-0.09, -0.05, -0.03], [0.04, 0.03, 0.07], [-0.04, -0.04, -0.03], [0.04, -0.03, 0.02], [-0.10, 0.03, 0.02], [-0.05, 0.17, 0.04], [-0.03, 0.01, 0.08], [-0.03, -0.06, -0.04], [0.00, 0.04, 0.01], [-0.02, 0.00, -0.02], [0.04, -0.02, 0.13], [-0.10, 0.00, 0.01], [0.02, 0.02, -0.01], [0.01, 0.00, 0.02], [-0.02, 0.01, -0.01], [0.07, -0.01, 0.01], [-0.01, 0.01, -0.01], [0.02, 0.01, -0.02], [0.00, 0.01, 0.02], [-0.01, 0.01, 0.01], [0.00, 0.00, -0.01], [0.03, 0.00, -0.01], [0.01, 0.00, -0.01], [0.00, 0.00, 0.01], [-0.05, 0.00, -0.05], [0.58, 0.02, -0.08], [-0.64, -0.07, 0.12], [0.05, 0.02, -0.26], [-0.16, 0.09, 0.20], [0.21, 0.38, 1.69], [-0.51, -0.02, -0.65], [0.09, 0.01, 0.08], [-0.01, 0.03, 0.01], [0.04, -0.03, 0.12], [-0.27, 0.05, -0.12], [0.66, -0.11, 0.85], [-0.31, -0.41, -0.04], [0.26, -0.15, 0.04], [0.05, 0.14, -0.30], [0.00, 0.18, 0.27], [-0.06, -0.01, 0.04], [-0.03, 0.00, 0.00], [0.03, -0.04, -0.01], [-0.05, -0.02, -0.05], [-0.02, -0.01, -0.02], [-0.02, 0.01, 0.04], [-0.01, 0.00, 0.01], [-0.01, 0.01, 0.01], [0.01, -0.01, -0.01], [-0.01, 0.00, 0.00], [0.01, 0.01, 0.00], [0.01, 0.02, 0.00], [0.01, -0.02, 0.01], [-0.01, 0.06, -0.01], [-0.04, -0.04, 0.01], [0.01, -0.01, 0.00], [-0.02, -0.01, 0.00], [-0.01, 0.00, 0.01], [-0.03, -0.02, 0.01], [-0.05, 0.02, 0.02], [-0.03, 0.00, 0.01], [0.00, 0.00, 0.00]],
  "s2": 0.7736,
  "lumo_ev": [-7.9252, -7.8900],
  "de_lowest_ev": 1.023,
  "total_charge": 2,
  "molar_mass_g_mol": 718.0,
  "fmax_ev_per_a": 2.21,
  "spin_multiplicity": 2,
  "homo_lumo_gap_ha": [0.202, 0.219]
}